DFT (the ωB97M-V functional and the def2-TZVPD basis) results for a structure of composition C3H10NO2.

Values from the calculation:
- Max |F|: 0.0760 Eh/bohr
- Total energy: -325.3446 Eh
- Total charge: -2
- Highest occupied orbital energy (spin up / spin down): 4.40 / -0.81 eV
- Spin multiplicity: 2
- Frontier orbital gap (spin up / spin down): 2.32 / 7.53 eV
- Energy relative to the best compared isomer or geometry (same formula, charge and spin): 107.6 kJ/mol

Geometry as XYZ:
```
16
Properties=species:S:1:pos:R:3:mulliken_spin:R:1
O -0.600 3.257 -0.695 0.011
O 0.325 1.286 0.451 0.023
N 0.706 -1.631 1.292 0.511
C -0.546 -2.353 -0.772 4.225
C -0.155 -1.151 0.227 -1.439
C 0.412 0.179 -0.364 0.162
H 1.697 -1.396 1.127 -0.113
H -1.663 -2.533 -0.975 -0.469
H -1.269 3.754 -0.356 -0.001
H -0.201 -3.377 -0.555 -0.998
H -0.267 2.327 -0.044 -0.002
H 0.505 -1.160 2.199 -0.050
H -0.153 -2.230 -1.704 -0.468
H -1.217 -0.847 0.592 -0.242
H 1.599 0.099 -0.543 -0.141
H -0.045 0.382 -1.373 -0.011
```